{"formula": "C42H58B3F10N15O3S", "method": "ωB97M-V/def2-TZVPD", "e_homo_ha": -0.2963, "max_force_ev_per_a": 4.740, "energy_ev": -113023.165, "species": ["F", "B", "O", "B", "C", "C", "C", "C", "C", "C", "C", "C", "O", "B", "C", "C", "C", "F", "F", "C", "F", "F", "S", "F", "F", "F", "F", "F", "O", "H", "H", "H", "H", "H", "H", "H", "H", "H", "H", "H", "H", "H", "C", "C", "N", "H", "H", "H", "C", "C", "N", "H", "H", "H", "C", "C", "N", "H", "H", "H", "C", "C", "N", "H", "H", "H", "C", "C", "N", "H", "H", "H", "C", "C", "N", "H", "H", "H", "C", "C", "N", "H", "H", "H", "C", "C", "N", "H", "H", "H", "C", "C", "N", "H", "H", "H", "C", "C", "N", "H", "H", "H", "C", "C", "N", "H", "H", "H", "C", "C", "N", "H", "H", "H", "C", "C", "N", "H", "H", "H", "C", "C", "N", "H", "H", "H", "C", "C", "N", "H", "H", "H"], "coordinates": [[4.1845, 1.5117, 0.8411], [2.8859, 1.1052, 1.3346], [2.8715, 0.0746, 2.3285], [1.5303, -0.3856, 2.6337], [1.3656, -1.7368, 3.5183], [1.9821, -3.0292, 2.7240], [0.7890, -3.5281, 1.7457], [0.7175, -2.9260, 0.3093], [-0.4513, -3.3680, -0.6082], [-1.4638, -4.3896, -0.0260], [-1.3656, -5.0120, 1.3916], [-0.1951, -4.5716, 2.3224], [0.3362, 0.3016, 2.1408], [0.6330, 0.8573, 0.8231], [-0.1770, 0.4166, -0.5150], [0.8986, 0.0389, -1.6406], [1.1302, 1.1428, -2.7719], [0.6610, 2.3930, -2.2082], [0.2535, 0.8898, -3.8629], [2.6504, 1.4184, -3.1716], [3.4746, 1.4501, -2.0036], [2.7023, 2.7670, -3.6742], [3.4014, 0.3253, -4.4773], [4.5143, 1.5665, -4.8085], [4.5266, -0.2215, -3.3316], [2.4106, -0.9672, -4.1583], [2.4538, 0.9174, -5.7059], [4.1845, -0.6200, -5.6007], [1.7539, 1.8069, 0.8131], [1.7600, -1.6584, 4.5864], [0.2299, -1.9323, 3.6013], [2.9254, -2.7572, 2.1303], [2.2692, -3.8552, 3.4616], [1.5251, -2.1691, 0.0166], [-0.5325, -2.9041, -1.6539], [-2.3311, -4.6966, -0.7000], [-2.1057, -5.7733, 1.8176], [-0.0715, -4.9664, 3.3873], [-0.7197, -0.5672, -0.2368], [-0.9952, 1.1399, -0.8363], [1.8938, -0.2819, -1.1597], [0.5120, -0.9061, -2.1837], [-1.8937, -2.9021, 5.9746], [-2.0232, -2.5605, 4.5174], [-2.1282, -2.2912, 3.3698], [-2.3819, -2.1348, 6.5782], [-2.3636, -3.8663, 6.1759], [-0.8401, -2.9560, 6.2522], [5.4680, 4.4626, -4.5414], [5.2000, 5.9022, -4.8596], [4.9834, 7.0336, -5.1159], [4.6178, 3.8525, -4.8451], [6.3578, 4.1231, -5.0744], [5.6277, 4.3425, -3.4685], [4.6404, 4.9178, 0.6628], [5.9420, 5.3264, 1.2833], [6.9665, 5.6478, 1.7712], [4.5105, 5.4237, -0.2954], [4.6294, 3.8386, 0.5002], [3.8132, 5.1867, 1.3224], [-5.8903, -5.4104, 5.7957], [-4.6294, -5.3447, 6.6030], [-3.6358, -5.2936, 7.2393], [-6.6338, -4.7336, 6.2138], [-5.6844, -5.1203, 4.7630], [-6.2834, -6.4216, 5.8077], [3.1185, 4.9521, -7.3414], [1.8501, 4.8044, -8.1254], [0.8485, 4.6849, -8.7376], [3.9640, 5.0726, -8.0213], [3.0551, 5.8280, -6.6935], [3.2800, 4.0648, -6.7269], [3.0698, -4.8553, -2.2900], [2.3591, -5.3105, -1.0515], [1.8003, -5.6669, -0.0762], [3.8494, -5.5711, -2.5546], [2.3616, -4.7777, -3.1167], [3.5260, -3.8785, -2.1186], [1.9227, 7.1924, -1.3153], [1.2238, 6.7428, -0.0630], [0.6765, 6.3895, 0.9206], [2.6979, 6.4739, -1.5862], [1.2066, 7.2687, -2.1351], [2.3829, 8.1683, -1.1528], [-10.2401, -5.3352, 7.5466], [-9.0399, -6.0239, 6.9725], [-8.0934, -6.5664, 6.5197], [-9.9370, -4.6808, 8.3610], [-10.7309, -4.7402, 6.7756], [-10.9449, -6.0760, 7.9282], [2.7573, 6.0560, -11.3177], [4.2196, 6.2771, -11.5557], [5.3707, 6.4508, -11.7432], [2.2713, 5.7414, -12.2424], [2.6195, 5.2825, -10.5619], [2.2943, 6.9806, -10.9693], [0.4949, -5.8594, 8.1373], [0.3718, -5.5246, 6.6824], [0.2729, -5.2610, 5.5377], [0.0047, -5.0911, 8.7373], [0.0231, -6.8225, 8.3371], [1.5481, -5.9131, 8.4175], [7.6863, 4.0949, -10.3377], [6.9972, 3.6659, -9.0771], [6.4549, 3.3294, -8.0841], [8.4405, 3.3582, -10.6192], [6.9583, 4.1865, -11.1452], [8.1709, 5.0602, -10.1848], [-0.8312, 3.2198, -6.4546], [-2.1473, 2.8141, -5.8623], [-3.1828, 2.4952, -5.3956], [-0.3386, 2.3513, -6.8945], [-0.9878, 3.9703, -7.2299], [-0.1886, 3.6386, -5.6781], [-6.9190, -8.1814, 9.4573], [-7.9849, -7.4960, 10.2572], [-8.8248, -6.9564, 10.8864], [-6.0232, -7.5590, 9.4223], [-6.6683, -9.1400, 9.9144], [-7.2727, -8.3533, 8.4395], [-9.9353, -1.8861, 11.0589], [-10.2726, -2.3130, 9.6628], [-10.5384, -2.6492, 8.5635], [-8.9851, -2.3282, 11.3623], [-9.8539, -0.7991, 11.1047], [-10.7167, -2.2144, 11.7459], [-1.7149, 6.0622, -2.8002], [-2.0038, 7.4913, -3.1476], [-2.2311, 8.6158, -3.4208], [-2.5455, 5.4286, -3.1159], [-0.8051, 5.7334, -3.3054], [-1.5790, 5.9621, -1.7217]], "forces_ev_per_angstrom": [[-3.20, -0.99, 1.24], [1.85, 1.14, 0.06], [-2.24, 1.52, -2.27], [-0.62, -0.15, 0.85], [-0.80, -0.40, -0.15], [-1.06, 0.12, -0.39], [-0.77, -0.76, -0.99], [-3.05, -2.61, 1.86], [0.84, -0.92, 4.02], [1.88, 0.64, 1.34], [3.11, 2.73, -0.66], [-0.71, 1.67, -4.38], [3.15, -0.60, -2.27], [-0.53, 1.01, 1.75], [0.00, -0.76, 0.56], [-0.12, -1.05, -0.80], [-2.43, 0.54, 1.84], [1.28, -2.16, -1.46], [2.30, 0.64, 1.70], [-0.07, 3.80, 1.78], [-2.40, -0.27, -3.00], [-0.21, -3.12, 0.83], [3.98, -1.28, -1.98], [-1.70, -2.10, 0.31], [-2.07, 0.27, -1.99], [1.19, 2.28, -0.39], [0.95, -1.09, 2.34], [-1.40, 1.55, 1.78], [0.66, -3.55, 0.31], [-0.18, 0.01, -1.46], [1.90, 0.33, -0.04], [-1.40, -0.35, 0.78], [-0.57, 1.15, -1.07], [-1.30, -1.31, 0.31], [-0.13, -1.03, 1.72], [1.36, 0.43, 1.10], [1.06, 1.31, -1.07], [-0.19, 0.69, -1.88], [0.85, 1.56, -0.44], [1.29, -0.80, 0.23], [-1.37, 0.73, -0.86], [0.72, 1.60, 0.68], [-0.07, 0.32, -0.99], [-0.34, 0.62, -2.51], [0.19, -0.83, 3.92], [-0.01, -0.03, -0.14], [0.14, 0.21, -0.10], [-0.08, 0.04, -0.17], [-0.09, 0.92, -0.19], [-0.38, 2.35, -0.51], [0.59, -3.53, 0.80], [0.13, 0.15, 0.04], [-0.12, 0.08, -0.03], [-0.04, 0.07, -0.09], [0.78, 0.19, 0.41], [2.15, 0.69, 1.01], [-3.20, -1.00, -1.54], [0.10, 0.00, 0.11], [0.04, 0.10, 0.05], [0.10, 0.00, -0.04], [1.61, 0.34, 0.15], [2.08, 0.17, 1.25], [-3.17, -0.32, -1.85], [0.20, -0.11, 0.00], [0.15, 0.06, 0.12], [0.35, 0.26, -0.01], [-0.83, -0.01, -0.48], [-2.06, -0.30, -1.14], [3.15, 0.39, 1.84], [-0.07, -0.05, 0.06], [-0.03, -0.04, -0.12], [-0.06, 0.01, -0.16], [-0.50, -0.24, 0.81], [-1.09, -0.93, 2.04], [2.01, 0.77, -3.23], [-0.09, 0.05, 0.07], [0.02, -0.03, 0.12], [-0.05, -0.09, 0.03], [-0.46, -0.28, 0.84], [-1.09, -0.71, 1.95], [1.71, 1.06, -3.09], [-0.11, 0.04, 0.06], [0.03, 0.01, 0.13], [-0.08, -0.10, 0.03], [0.78, -0.71, -0.41], [1.84, -1.25, -0.93], [-4.20, 1.12, 1.88], [0.03, -0.23, -0.22], [0.16, -0.02, 0.09], [0.16, -0.03, -0.07], [0.93, 0.15, -0.16], [2.35, 0.38, -0.43], [-3.48, -0.61, 0.62], [0.12, 0.03, 0.07], [0.01, 0.09, -0.13], [0.10, -0.08, -0.02], [-0.06, 0.20, -0.87], [-0.19, 0.48, -2.37], [0.39, -0.87, 3.74], [0.00, -0.05, -0.13], [0.01, 0.11, -0.10], [-0.09, 0.02, -0.11], [-0.40, -0.31, 0.73], [-1.13, -0.69, 2.08], [1.63, 1.12, -3.08], [-0.10, 0.02, 0.13], [0.02, 0.06, 0.15], [-0.13, -0.08, 0.03], [-0.93, -0.24, 0.36], [-2.13, -0.70, 1.04], [3.23, 1.02, -1.42], [-0.10, 0.07, 0.04], [-0.01, -0.12, 0.09], [-0.10, -0.06, -0.01], [-0.62, 0.35, 0.47], [-1.75, 1.13, 1.28], [2.61, -1.63, -2.01], [-0.13, 0.00, 0.02], [-0.08, 0.12, 0.04], [-0.03, 0.11, 0.11], [-0.20, -0.25, -0.83], [-0.57, -0.64, -2.28], [0.76, 1.49, 3.60], [-0.10, 0.00, -0.10], [-0.03, -0.11, -0.09], [0.05, -0.01, -0.13], [-0.21, 0.86, -0.18], [-0.48, 2.35, -0.57], [0.75, -3.51, 0.85], [0.06, 0.09, 0.00], [-0.09, 0.07, 0.01], [-0.02, 0.07, -0.09]], "mulliken_charge": [-0.320, 0.366, -0.350, 0.157, 0.146, -1.030, 0.359, 0.092, -0.593, -0.459, -0.565, 0.026, -0.240, 0.226, -0.426, -0.396, 0.981, -0.310, -0.305, 0.539, -0.264, -0.197, 1.082, -0.312, -0.325, -0.295, -0.257, -0.291, 0.007, 0.412, -0.396, 0.334, 0.359, 0.278, 0.205, 0.280, 0.333, 0.341, 0.135, 0.412, 0.124, 0.100, -0.605, 0.527, -0.467, 0.387, 0.026, 0.205, -0.107, 0.277, -0.515, -0.307, 0.337, 0.344, 0.057, 0.127, -0.414, 0.019, -0.083, 0.296, -0.817, 0.514, -0.559, 0.177, 0.337, 0.394, -0.070, 0.171, -0.532, 0.251, 0.271, -0.103, -0.840, 0.478, -0.385, 0.350, 0.259, 0.194, -0.462, 0.412, -0.502, 0.019, 0.217, 0.329, -0.703, 0.453, -0.575, 0.089, 0.353, 0.315, -0.505, 0.358, -0.444, 0.318, -0.024, 0.269, -0.975, 0.466, -0.472, 0.272, 0.269, 0.338, -0.750, 0.396, -0.431, 0.307, 0.227, 0.267, -0.503, 0.165, -0.494, 0.258, 0.434, 0.142, -0.667, 0.344, -0.435, 0.214, 0.305, 0.232, -0.782, 0.438, -0.473, 0.269, 0.296, 0.266, -0.479, 0.191, -0.412, 0.387, 0.062, 0.252]}